1.
The following is a DFT calculation (ωB97M-V/def2-TZVPD) of a single C5H11P molecule.

HOMO (spin up / spin down), eV: -7.45 / -7.65
HOMO-LUMO gap (spin up / spin down), eV: 7.488 / 8.005

Atoms and positions in Å:
1 C 0.335 0.218 0.448
2 C -0.412 1.300 -0.212
3 C 0.349 -1.526 0.433
4 C 0.564 0.548 1.922
5 C -0.664 1.327 -1.669
6 P -0.066 -2.275 -1.122
7 H 1.286 0.109 -0.108
8 H -0.902 2.018 0.420
9 H 1.330 -1.841 0.785
10 H 0.987 1.546 2.036
11 H 1.241 -0.162 2.390
12 H -0.382 0.511 2.456
13 H -1.709 1.094 -1.892
14 H -0.044 0.595 -2.184
15 H -0.471 2.319 -2.082
16 H -1.456 -2.204 -0.984
17 H 0.014 -3.578 -0.636

natural (NBO) population analysis, charges in e, atoms 1 to 5: -0.319 -0.086 -0.458 -0.602 -0.677

---

2.
The following is a DFT calculation (ωB97M-V/def2-TZVPD) of 2 unconnected molecules or ions with the total composition C5H11P.

HOMO (spin up / spin down), eV: -7.56 / -7.54
HOMO-LUMO gap (spin up / spin down), eV: 7.664 / 7.659

Atoms and positions in Å:
1 C -0.830 -0.461 -0.622
2 C -1.420 -0.872 0.512
3 C -0.860 -1.417 1.741
4 C 0.768 1.876 0.927
5 C 1.267 0.166 -2.245
6 P 1.116 -0.353 -0.560
7 H -1.342 -0.246 -1.577
8 H -2.461 -0.908 0.368
9 H -1.717 -1.455 2.537
10 H 0.045 -0.914 2.045
11 H -0.573 -2.388 1.568
12 H 0.789 2.683 0.081
13 H -0.136 1.527 1.316
14 H 1.615 1.806 1.439
15 H 0.955 -0.628 -2.873
16 H 0.485 0.954 -2.272
17 H 2.299 0.629 -2.385

natural (NBO) population analysis, charges in e, atoms 1 to 5: -0.482 -0.184 -0.658 -0.644 -1.007

---

3.
The following is a DFT calculation (ωB97M-V/def2-TZVPD) of a single C5H11P molecule.

Structure (SMILES): C[C@@H]1[C@H](C)P1C
HOMO, eV: -8.31
HOMO-LUMO gap, eV: 9.562

Atoms and positions in Å:
1 C -1.107 1.054 -1.444
2 C -0.234 0.884 -0.240
3 C 0.627 -0.680 -0.072
4 C 0.471 -1.724 -1.138
5 P -0.724 -0.256 1.113
6 C 0.266 0.453 2.520
7 H -0.521 1.204 -2.352
8 H -1.760 1.915 -1.304
9 H -1.739 0.179 -1.575
10 H 0.412 1.711 0.019
11 H 1.641 -0.506 0.265
12 H 0.291 -2.699 -0.683
13 H 1.382 -1.789 -1.734
14 H -0.359 -1.517 -1.812
15 H -0.017 1.491 2.692
16 H 1.335 0.394 2.326
17 H 0.036 -0.116 3.419

natural (NBO) population analysis, charges in e, atoms 1 to 5: -0.631 -0.467 -0.465 -0.634 0.724

---

Which is most stable? The ranking, best first, is 3, 2, 1.

---

1.
The following is a DFT calculation (ωB97M-V/def2-TZVPD) of a molecular structure, C46H34BClF2N2O2PRu.

2S+1: 2
HOMO (spin up / spin down), eV: -6.45 / -6.46
HOMO-LUMO gap (spin up / spin down), eV: 5.429 / 5.606

Atoms and positions in Å:
1 Ru 0.471 0.269 1.214
2 Cl -0.930 -0.447 -1.995
3 C 0.294 0.548 -2.712
4 C 0.805 0.200 -3.952
5 C 1.745 1.020 -4.551
6 C 2.160 2.183 -3.922
7 C 1.652 2.525 -2.679
8 C 0.716 1.707 -2.041
9 P 0.067 2.050 -0.367
10 C -1.649 2.571 -0.680
11 C -2.015 3.248 -1.842
12 C -3.330 3.646 -2.028
13 C -4.284 3.376 -1.054
14 C -3.924 2.703 0.105
15 C -2.609 2.296 0.291
16 C 0.926 3.583 0.117
17 C 2.282 3.484 0.440
18 C 2.977 4.589 0.898
19 C 2.322 5.806 1.052
20 C 0.976 5.910 0.740
21 C 0.277 4.804 0.270
22 H 0.459 -0.705 -4.433
23 H 2.150 0.748 -5.518
24 H 2.886 2.830 -4.398
25 H 1.988 3.430 -2.195
26 H -1.273 3.455 -2.605
27 H -3.613 4.166 -2.934
28 H -5.311 3.684 -1.203
29 H -4.667 2.477 0.860
30 H -2.332 1.754 1.189
31 H 2.784 2.526 0.345
32 H 4.027 4.500 1.150
33 H 2.863 6.669 1.420
34 H 0.461 6.855 0.864
35 H -0.776 4.892 0.036
36 O 5.852 -4.338 -2.340
37 C 4.573 -3.911 -2.432
38 O 3.889 -4.292 -3.340
39 C 4.078 -2.969 -1.383
40 C 4.890 -2.360 -0.433
41 C 4.372 -1.477 0.499
42 C 3.009 -1.194 0.505
43 C 2.184 -1.819 -0.441
44 C 2.714 -2.680 -1.378
45 N 2.413 -0.270 1.389
46 C 3.100 0.306 2.377
47 C 2.413 1.319 3.050
48 C 2.947 2.105 4.095
49 C 2.216 3.136 4.609
50 C 0.933 3.390 4.090
51 C 0.438 2.589 3.103
52 N 1.139 1.557 2.577
53 H 6.270 -4.014 -1.535
54 H 5.962 -2.527 -0.410
55 H 5.052 -1.005 1.193
56 H 1.116 -1.641 -0.426
57 H 2.077 -3.154 -2.113
58 H 4.113 0.030 2.630
59 H 3.940 1.879 4.461
60 H 2.615 3.753 5.403
61 H 0.329 4.205 4.463
62 H -0.549 2.741 2.691
63 C -0.920 -1.102 1.568
64 C -1.693 -1.988 1.055
65 C -2.486 -2.882 0.489
66 C -3.499 -2.454 -0.502
67 C -3.996 -3.332 -1.469
68 C -4.900 -2.900 -2.428
69 C -5.332 -1.580 -2.452
70 C -4.843 -0.697 -1.499
71 C -3.945 -1.129 -0.538
72 C -2.286 -4.318 0.833
73 C -3.379 -5.158 1.054
74 C -3.196 -6.484 1.415
75 C -1.917 -7.001 1.565
76 C -0.822 -6.174 1.354
77 C -1.005 -4.850 0.990
78 H -3.653 -4.359 -1.487
79 H -5.261 -3.601 -3.170
80 H -6.037 -1.247 -3.202
81 H -5.159 0.339 -1.500
82 H -3.570 -0.430 0.202
83 H -4.382 -4.759 0.956
84 H -4.059 -7.115 1.587
85 H -1.776 -8.037 1.846
86 H 0.182 -6.565 1.468
87 H -0.148 -4.207 0.825
88 F -1.686 0.593 3.348
89 B -0.802 -0.363 2.949
90 F -0.093 -0.917 3.956

Mulliken population analysis, charges in e, atoms 1 to 5: -0.376 0.228 0.175 -0.584 -0.630

---

2.
The following is a DFT calculation (ωB97M-V/def2-TZVPD) of a molecular structure, C46H34BClF2N2O2PRu.

2S+1: 2
HOMO (spin up / spin down), eV: -6.12 / -5.92
HOMO-LUMO gap (spin up / spin down), eV: 4.990 / 4.690

Atoms and positions in Å:
1 Ru -1.118 0.377 -0.289
2 Cl 1.607 0.258 -0.804
3 C 2.152 -1.382 -0.952
4 C 3.476 -1.609 -1.282
5 C 3.937 -2.912 -1.349
6 C 3.080 -3.969 -1.077
7 C 1.748 -3.729 -0.786
8 C 1.257 -2.427 -0.730
9 P -0.514 -2.027 -0.438
10 C -0.568 -2.194 1.393
11 C 0.534 -1.834 2.169
12 C 0.489 -1.959 3.548
13 C -0.653 -2.443 4.168
14 C -1.769 -2.762 3.408
15 C -1.735 -2.623 2.029
16 C -1.319 -3.586 -0.972
17 C -1.750 -3.653 -2.296
18 C -2.310 -4.817 -2.798
19 C -2.474 -5.916 -1.969
20 C -2.039 -5.863 -0.652
21 C -1.450 -4.710 -0.158
22 H 4.134 -0.772 -1.476
23 H 4.967 -3.102 -1.619
24 H 3.456 -4.984 -1.091
25 H 1.086 -4.561 -0.596
26 H 1.439 -1.472 1.696
27 H 1.349 -1.672 4.139
28 H -0.679 -2.564 5.244
29 H -2.672 -3.117 3.889
30 H -2.614 -2.858 1.443
31 H -1.638 -2.783 -2.934
32 H -2.618 -4.868 -3.834
33 H -2.934 -6.819 -2.350
34 H -2.151 -6.723 -0.006
35 H -1.088 -4.691 0.859
36 O 2.007 2.789 6.695
37 C 2.167 2.812 5.351
38 O 3.189 3.251 4.897
39 C 1.063 2.287 4.513
40 C -0.088 1.661 4.995
41 C -1.059 1.180 4.142
42 C -0.918 1.294 2.749
43 C 0.234 1.958 2.274
44 C 1.197 2.429 3.128
45 N -1.800 0.770 1.827
46 C -2.988 0.288 2.136
47 C -3.760 -0.335 1.142
48 C -5.007 -0.945 1.408
49 C -5.678 -1.592 0.405
50 C -5.123 -1.633 -0.884
51 C -3.907 -1.018 -1.086
52 N -3.236 -0.398 -0.116
53 H 1.138 2.459 6.943
54 H -0.238 1.517 6.060
55 H -1.924 0.680 4.557
56 H 0.323 2.113 1.206
57 H 2.077 2.928 2.747
58 H -3.385 0.365 3.144
59 H -5.409 -0.906 2.412
60 H -6.623 -2.081 0.601
61 H -5.621 -2.132 -1.701
62 H -3.435 -1.021 -2.061
63 C -1.133 2.342 -1.402
64 C 0.001 2.764 -1.762
65 C 1.188 3.150 -2.258
66 C 1.362 3.102 -3.724
67 C 2.237 3.984 -4.367
68 C 2.380 3.961 -5.745
69 C 1.662 3.055 -6.512
70 C 0.773 2.189 -5.889
71 C 0.620 2.215 -4.514
72 C 2.286 3.549 -1.362
73 C 3.599 3.157 -1.652
74 C 4.630 3.423 -0.769
75 C 4.385 4.108 0.414
76 C 3.094 4.527 0.702
77 C 2.055 4.243 -0.172
78 H 2.785 4.710 -3.782
79 H 3.051 4.664 -6.222
80 H 1.793 3.026 -7.586
81 H 0.195 1.489 -6.479
82 H -0.074 1.540 -4.030
83 H 3.803 2.605 -2.561
84 H 5.630 3.076 -1.000
85 H 5.194 4.306 1.105
86 H 2.899 5.069 1.620
87 H 1.048 4.572 0.060
88 F -3.145 2.824 0.033
89 B -2.615 2.379 -1.116
90 F -3.520 2.019 -2.040

Mulliken population analysis, charges in e, atoms 1 to 5: -0.719 0.559 0.206 -0.936 -0.532

---

Which is most stable? The ranking, best first, is 1, 2.

---

1.
The following is a DFT calculation (ωB97M-V/def2-TZVPD) of a molecular structure, C57H52BBrCrN4O5PS.

2S+1: 5
HOMO (spin up / spin down), eV: -1.89 / -4.94
Charge: -1
HOMO-LUMO gap (spin up / spin down), eV: 3.844 / 6.895

Atoms and positions in Å:
1 Cr -1.100 -0.531 -0.084
2 C -3.305 -0.613 2.312
3 O -1.933 -0.765 1.964
4 C -1.017 -1.011 2.975
5 C -1.380 -1.408 4.267
6 C -0.312 -1.592 5.171
7 Br -0.770 -2.136 6.942
8 C 1.004 -1.441 4.849
9 C 1.371 -1.079 3.506
10 C 0.283 -0.844 2.618
11 O 0.534 -0.363 1.332
12 C 2.726 -0.965 3.117
13 N 3.785 -0.850 3.936
14 C 4.890 -0.799 3.119
15 C 6.242 -0.669 3.440
16 C 7.180 -0.654 2.406
17 C 6.797 -0.757 1.070
18 C 5.446 -0.870 0.726
19 C 4.526 -0.892 1.758
20 N 3.148 -0.974 1.768
21 H -3.730 -1.571 2.619
22 H -3.807 -0.261 1.417
23 H -3.405 0.111 3.121
24 H -2.405 -1.565 4.565
25 H 1.795 -1.616 5.564
26 H 1.264 0.278 1.371
27 H 6.544 -0.575 4.476
28 H 8.233 -0.566 2.647
29 H 7.551 -0.755 0.292
30 H 5.135 -0.931 -0.312
31 H 2.602 -1.331 1.003
32 C 3.518 2.934 0.489
33 C 2.487 3.304 -0.367
34 C 1.160 3.202 0.040
35 C 0.850 2.736 1.318
36 C 1.897 2.384 2.175
37 C 3.223 2.482 1.768
38 P -0.855 2.393 1.913
39 C -1.296 3.943 2.807
40 C -0.347 4.847 3.280
41 C -0.729 5.953 4.035
42 C -2.065 6.169 4.334
43 C -3.019 5.261 3.890
44 C -2.637 4.156 3.145
45 C -1.850 2.485 0.367
46 C -2.392 3.708 -0.051
47 C -3.154 3.801 -1.202
48 C -3.370 2.654 -1.955
49 C -2.805 1.453 -1.562
50 C -2.022 1.306 -0.400
51 H 4.547 2.986 0.155
52 H 2.715 3.659 -1.367
53 H 0.363 3.462 -0.648
54 H 1.675 2.024 3.176
55 H 4.013 2.177 2.442
56 H 0.701 4.695 3.051
57 H 0.026 6.647 4.385
58 H -2.363 7.037 4.911
59 H -4.066 5.413 4.127
60 H -3.389 3.453 2.805
61 H -2.221 4.602 0.534
62 H -3.573 4.754 -1.506
63 H -3.966 2.700 -2.860
64 H -2.965 0.586 -2.191
65 C 5.570 1.258 -5.729
66 C 5.522 1.403 -4.201
67 C 6.188 2.724 -3.795
68 C 6.324 0.252 -3.594
69 C 4.064 1.398 -3.728
70 C 3.164 2.334 -4.251
71 C 1.815 2.362 -3.900
72 C 1.386 1.425 -2.988
73 O 0.136 1.230 -2.467
74 B 0.211 0.160 -1.554
75 O 1.581 -0.293 -1.570
76 C 2.265 0.514 -2.449
77 C 3.595 0.463 -2.798
78 H 6.608 1.206 -6.072
79 H 5.091 2.101 -6.231
80 H 5.057 0.345 -6.043
81 H 7.225 2.751 -4.142
82 H 6.186 2.836 -2.708
83 H 5.664 3.582 -4.223
84 H 7.344 0.274 -3.986
85 H 5.889 -0.718 -3.849
86 H 6.385 0.330 -2.505
87 H 3.522 3.077 -4.956
88 H 1.132 3.091 -4.319
89 H 4.244 -0.274 -2.341
90 C 1.801 -4.801 -2.118
91 C 0.856 -4.244 -1.105
92 C -0.049 -4.849 -0.261
93 C -0.675 -3.803 0.444
94 N -0.184 -2.632 0.056
95 N 0.740 -2.927 -0.888
96 C -1.731 -3.907 1.495
97 H 1.867 -5.882 -2.011
98 H 2.802 -4.383 -2.000
99 H 1.461 -4.580 -3.132
100 H -0.235 -5.906 -0.155
101 H 1.253 -2.165 -1.312
102 H -2.090 -4.934 1.565
103 H -2.566 -3.253 1.241
104 H -1.345 -3.602 2.469
105 C -11.485 -3.711 -1.082
106 C -10.133 -3.418 -1.679
107 O -9.834 -2.373 -2.169
108 S -9.005 -4.837 -1.577
109 C -7.425 -4.032 -1.489
110 C -6.930 -3.251 -2.527
111 C -5.707 -2.616 -2.389
112 C -4.942 -2.762 -1.227
113 C -5.439 -3.580 -0.206
114 C -6.672 -4.201 -0.330
115 C -3.692 -2.069 -1.071
116 C -2.643 -1.465 -0.925
117 H -12.213 -2.977 -1.420
118 H -11.390 -3.661 0.003
119 H -11.807 -4.722 -1.339
120 H -7.508 -3.132 -3.433
121 H -5.324 -1.994 -3.188
122 H -4.852 -3.715 0.693
123 H -7.057 -4.819 0.472

Mulliken population analysis, charges in e, atoms 1 to 5: -0.652 -1.648 1.971 -0.274 -0.115

---

2.
The following is a DFT calculation (ωB97M-V/def2-TZVPD) of a molecular structure, C57H52BBrCrN4O5PS.

2S+1: 5
HOMO (spin up / spin down), eV: -1.83 / -4.71
Charge: -1
HOMO-LUMO gap (spin up / spin down), eV: 3.788 / 6.671

Atoms and positions in Å:
1 Cr 0.573 -0.720 -0.046
2 C 0.149 -0.330 2.867
3 O 0.215 0.505 1.704
4 C -0.181 1.840 1.783
5 C -1.376 2.150 2.451
6 C -1.702 3.510 2.511
7 Br -3.273 3.982 3.494
8 C -0.998 4.496 1.886
9 C 0.147 4.160 1.094
10 C 0.585 2.792 1.169
11 O 1.856 2.432 0.725
12 C 0.777 5.122 0.281
13 N 0.687 6.450 0.396
14 C 1.399 6.962 -0.654
15 C 1.606 8.289 -1.027
16 C 2.348 8.555 -2.172
17 C 2.889 7.528 -2.945
18 C 2.706 6.193 -2.576
19 C 1.972 5.941 -1.437
20 N 1.612 4.752 -0.807
21 H 1.178 -0.638 3.073
22 H -1.780 -1.154 2.607
23 H -0.222 0.259 3.710
24 H -2.026 1.386 2.846
25 H -1.303 5.529 1.944
26 H 2.264 3.221 0.336
27 H 1.179 9.090 -0.438
28 H 2.506 9.583 -2.475
29 H 3.454 7.765 -3.837
30 H 3.119 5.388 -3.166
31 H 1.445 3.909 -1.338
32 C -1.457 -7.518 0.595
33 C -2.561 -6.904 0.019
34 C -2.636 -5.519 -0.032
35 C -1.614 -4.730 0.491
36 C -0.514 -5.359 1.068
37 C -0.437 -6.743 1.125
38 P -1.484 -2.901 0.253
39 C -3.219 -2.328 0.367
40 C -3.456 -1.059 -0.169
41 C -4.671 -0.425 0.028
42 C -5.662 -1.045 0.781
43 C -5.434 -2.296 1.328
44 C -4.216 -2.935 1.123
45 C -0.925 -2.813 -1.461
46 C -1.455 -3.571 -2.498
47 C -0.887 -3.503 -3.762
48 C 0.223 -2.693 -3.966
49 C 0.733 -1.924 -2.926
50 C 0.165 -1.947 -1.646
51 H -1.394 -8.598 0.629
52 H -3.364 -7.501 -0.394
53 H -3.508 -5.054 -0.475
54 H 0.272 -4.734 1.478
55 H 0.422 -7.214 1.586
56 H -2.669 -0.558 -0.721
57 H -4.835 0.560 -0.389
58 H -6.605 -0.542 0.952
59 H -6.198 -2.776 1.926
60 H -4.053 -3.912 1.560
61 H -2.307 -4.221 -2.334
62 H -1.299 -4.086 -4.576
63 H 0.685 -2.645 -4.946
64 H 1.579 -1.274 -3.127
65 C -0.392 5.538 -5.421
66 C 0.314 4.316 -6.023
67 C 1.589 4.799 -6.712
68 C -0.589 3.668 -7.080
69 C 0.603 3.316 -4.906
70 C 1.897 2.962 -4.546
71 C 2.173 2.119 -3.462
72 C 1.096 1.636 -2.769
73 O 1.047 0.876 -1.637
74 B -0.344 0.603 -1.371
75 O -1.102 1.306 -2.312
76 C -0.207 1.934 -3.145
77 C -0.480 2.771 -4.193
78 H -0.608 6.269 -6.202
79 H 0.236 6.014 -4.665
80 H -1.334 5.264 -4.946
81 H 1.325 5.504 -7.502
82 H 2.142 3.977 -7.170
83 H 2.252 5.316 -6.016
84 H -0.801 4.379 -7.881
85 H -1.542 3.350 -6.657
86 H -0.108 2.791 -7.517
87 H 2.734 3.367 -5.096
88 H 3.187 1.881 -3.171
89 H -1.504 3.015 -4.438
90 C 5.394 0.445 2.583
91 C 4.480 -0.455 1.821
92 C 4.641 -1.747 1.357
93 C 3.429 -2.066 0.715
94 N 2.591 -1.040 0.796
95 N 3.239 -0.076 1.480
96 C 3.019 -3.326 0.031
97 H 6.365 -0.029 2.711
98 H 4.991 0.670 3.571
99 H 5.543 1.391 2.060
100 H 5.506 -2.374 1.474
101 H 2.823 0.858 1.481
102 H 3.530 -4.184 0.467
103 H 3.255 -3.291 -1.034
104 H 1.941 -3.461 0.128
105 C -2.117 -5.925 9.280
106 C -2.022 -5.180 7.966
107 O -2.817 -4.343 7.622
108 S -0.602 -5.681 7.020
109 C -0.615 -4.509 5.706
110 C -1.547 -4.582 4.676
111 C -1.553 -3.622 3.685
112 C -0.639 -2.569 3.664
113 C 0.293 -2.521 4.698
114 C 0.306 -3.473 5.708
115 C -0.741 -1.527 2.557
116 C -0.397 -2.041 1.161
117 H -3.153 -6.208 9.452
118 H -1.810 -5.236 10.069
119 H -1.469 -6.799 9.312
120 H -2.263 -5.392 4.650
121 H -2.292 -3.703 2.899
122 H 1.041 -1.743 4.730
123 H 1.042 -3.409 6.499

Mulliken population analysis, charges in e, atoms 1 to 5: -0.979 -2.769 0.519 -0.127 -0.467

---

Which is most stable? The ranking, best first, is 1, 2.